No. 1
61
Properties=species:S:1:pos:R:3 method="wB97M-V/def2-TZVPD" homo_lumo_gap_ev="7.1 / 5.0" total_charge=+1 s2=3.783 multiplicity=4
H -0.789 4.297 -2.159
H 1.919 -5.547 1.285
Se 1.233 2.479 -0.869
H -0.955 0.863 2.105
C 1.650 -4.581 0.860
C -0.888 6.041 -0.902
H 0.655 0.266 -2.540
H 3.011 0.783 3.364
C 2.867 -0.112 1.444
H 0.849 -4.154 1.467
H -1.881 -1.180 -2.237
C -2.924 -4.038 0.354
H -3.654 -4.839 0.410
O -1.425 0.941 -0.256
C -2.148 1.480 -1.262
H -2.508 -0.808 1.232
C -1.266 -0.443 -2.747
H 2.111 -0.723 3.375
C -1.022 -1.976 0.173
O -2.930 2.368 -1.086
C 2.273 0.205 2.809
H -1.200 -0.717 -3.797
N 0.110 -0.495 -2.139
H -4.147 -2.604 1.401
H 0.306 -3.873 -2.117
C 0.504 4.163 -0.427
H 2.564 -1.425 -0.110
H 3.112 -4.605 -1.457
N 2.013 -1.080 0.669
N 1.203 -4.755 -0.505
C -0.423 4.781 -1.260
H -1.616 6.553 -1.523
C -2.260 -1.781 0.814
H 2.960 0.802 0.861
C 0.540 -3.603 -1.083
H 1.850 -1.894 1.252
Tc 0.090 -0.220 0.034
C -1.889 0.938 -2.653
H 0.717 1.333 3.772
C 0.414 6.089 0.985
H 0.728 6.638 1.868
H 1.642 4.370 1.403
N -0.478 6.692 0.192
H 3.862 -0.532 1.575
H -1.258 1.674 -3.163
C -0.751 -3.240 -0.369
N -0.133 0.261 2.140
C 2.249 -5.290 -1.357
C 0.924 4.822 0.728
H 2.614 -6.231 -0.940
H 1.853 -5.494 -2.353
H -2.848 0.937 -3.165
C 0.990 1.023 2.765
C -1.707 -4.250 -0.272
H 1.154 1.919 2.170
C -3.203 -2.792 0.905
H -1.473 -5.225 -0.688
H 0.548 -1.355 -2.450
H 2.552 -3.938 0.930
H 1.203 -2.719 -1.128
H -0.391 -0.519 2.735

No. 2
72
Properties=species:S:1:pos:R:3 method="wB97M-V/def2-TZVPD" homo_lumo_gap_ev=9.9 smiles="CC(=O)NCCCCB1OBOB(CC(=O)F)O1.C[C@@H]1COC(=O)O1.C[C@@H]1COC(=O)O1.C[C@@H]1COC(=O)O1" multiplicity=1
O 2.239 2.718 3.488
H 3.932 -0.797 -0.588
H 3.249 -5.493 -3.119
C 1.515 -5.572 -1.780
H -6.702 0.352 -0.770
O -0.769 1.632 -0.525
H 0.937 -7.354 -2.812
C 3.335 3.461 3.208
C -8.344 1.742 -0.725
H 3.889 2.263 5.643
H 3.452 -6.560 -1.701
C 4.303 -1.234 -1.519
H -6.520 2.573 1.320
H 5.356 -0.950 -1.600
B -1.395 0.416 -0.409
H -5.251 1.442 0.860
C -6.111 1.999 0.488
H -8.618 2.666 -0.210
B 0.441 -0.340 0.778
C -7.152 1.070 -0.077
O -7.797 0.311 0.964
H 2.819 0.776 3.190
C 1.072 3.303 0.177
C 0.781 -6.886 -1.840
C -3.502 1.128 -1.785
H -8.220 1.933 -1.787
H 1.442 3.231 -2.393
H -0.289 -6.742 -1.697
H 4.283 1.109 -2.372
C 2.653 -4.326 -0.269
H 1.366 1.671 5.721
F -4.401 0.676 -2.702
C 2.345 2.778 -1.977
C 1.655 0.908 4.998
O -9.803 -0.708 1.122
H 1.238 3.634 1.209
H 1.388 0.982 -2.769
H 0.475 4.063 -0.328
B 0.338 1.930 0.272
O 2.916 -1.421 -3.444
O 1.522 -5.044 -0.436
O 0.812 0.942 1.135
H 1.243 -1.208 0.658
H -2.337 -0.625 -2.098
H 2.125 0.798 -1.183
H 2.071 0.053 5.532
H 4.212 -2.311 -1.457
C 2.447 3.179 -0.497
H 2.960 4.139 -0.421
O -9.385 0.779 -0.521
O -0.889 -0.544 0.446
H -5.762 2.684 -0.284
H 3.073 2.463 0.045
H 0.759 0.581 4.472
H 3.175 3.191 -2.551
H 4.742 1.055 4.645
H -3.299 -0.617 -0.643
O 3.505 -4.540 -1.301
C 4.005 1.853 4.636
C -9.069 0.049 0.578
O 3.323 4.450 2.551
C 3.000 -5.636 -2.071
O -3.516 2.267 -1.481
C 2.259 1.259 -2.176
N 3.462 0.714 -2.823
C -2.658 0.012 -1.270
H 1.141 -7.558 -1.061
O 2.875 -3.600 0.647
C 2.672 1.457 4.033
H 1.037 -4.823 -2.417
O 4.437 2.902 3.761
C 3.517 -0.703 -2.687

No. 3
63
Properties=species:S:1:pos:R:3 method="wB97M-V/def2-TZVPD" homo_lumo_gap_ev=7.1 total_charge=+1 multiplicity=1
C -4.317 -3.768 -0.723
H -4.130 2.358 -2.507
H -1.653 -3.273 1.597
H 3.964 6.195 -4.524
O 0.858 5.087 -4.353
N -1.938 -1.293 -1.002
H 2.956 6.539 -3.111
C -3.902 -2.518 0.194
C -3.229 0.949 -1.037
H -1.834 -4.956 0.185
H -0.347 0.371 -3.771
H 3.401 3.828 -4.414
C 1.520 4.209 -3.438
C -0.058 -1.995 0.471
Br 0.414 1.839 -1.173
H -0.258 -4.903 0.571
H -5.287 1.955 -1.157
H -4.942 0.743 -2.549
H 0.916 -2.545 0.262
H -0.339 -2.448 -1.596
H -3.689 -0.955 -2.147
C 3.136 -2.038 3.733
H 5.134 -1.451 4.279
C -0.589 -1.242 2.938
Cl -3.709 0.720 0.704
H 1.380 7.037 -4.836
I -6.312 -4.658 -0.601
H -4.619 -1.696 -0.083
H -2.268 -0.037 -2.746
H 2.502 -2.923 3.862
H -1.193 -1.681 5.139
O 0.199 -0.404 -3.527
C 1.809 6.034 -4.861
H 3.434 -1.972 2.684
C -2.782 -0.371 -1.788
C 2.828 -0.378 5.344
C 4.324 -2.071 4.676
C -1.253 -3.065 0.563
H 1.977 -0.162 5.992
C -0.436 -1.484 -0.985
H 2.020 5.771 -5.903
H 1.068 -0.540 1.716
H -3.993 -2.875 1.256
H -2.472 1.781 -1.066
O 2.359 -0.886 4.086
P 0.705 -0.290 -1.893
C -0.920 -1.530 4.069
H 1.235 3.176 -3.651
H 3.364 0.557 5.149
H 4.712 -3.078 4.836
C -4.508 1.517 -1.839
H 1.184 4.463 -2.426
C 3.052 5.908 -4.000
N -0.971 -4.419 0.013
H 3.170 -2.170 6.486
C 3.751 -1.432 5.925
H -0.533 0.061 1.119
O -3.559 -4.258 -1.527
C -0.015 -0.846 1.561
C 3.010 4.447 -3.600
C -2.400 -2.196 -0.169
H 3.579 4.221 -2.697
H 4.507 -1.016 6.592